(1)
ORCA calculation (ωB97M-V/def2-TZVPD) on a 5-piece molecular cluster, C16H41FO18P4 overall at a distorted geometry.

Its gap between HOMO and LUMO is 10.5 eV. For the LUMO energy, the calculation gives 0.420 eV. Its SMILES is O=C1C[C@H](F)CO1.COP(=O)(OC)OC.COP(=O)(OC)OC.COP(=O)(OC)OC.COP(=O)(OC)OC. The calculation puts the highest occupied orbital energy at -10.088 eV.

Structure (XYZ):
```
80
Properties=species:S:1:pos:R:3:forces:R:3
O -0.962 0.402 -0.111 -1.83 3.87 2.38
C -1.358 1.442 0.427 0.04 -0.55 0.04
C -0.839 2.951 0.374 -0.50 0.46 -1.07
C -2.261 3.730 0.354 -1.59 -1.76 0.45
F -2.500 4.562 1.512 0.84 -0.72 -1.96
C -3.354 2.532 0.549 1.96 -0.11 -0.27
O -2.517 1.566 1.280 0.69 -1.02 -1.29
H -0.135 3.161 1.246 -1.41 -0.24 -0.87
H -0.242 3.235 -0.553 -0.82 -0.72 1.05
H -2.596 4.185 -0.631 1.17 0.40 1.45
H -3.582 1.917 -0.399 -0.35 1.71 1.13
H -4.241 2.940 1.137 1.30 -1.06 -0.71
C 5.639 -1.593 -2.781 0.50 0.19 -0.21
O 4.334 -2.024 -2.419 -1.05 -0.10 0.33
P 3.282 -0.886 -2.026 -0.31 0.32 -0.09
O 3.131 0.202 -3.017 0.40 -0.81 1.27
O 3.759 -0.398 -0.575 -0.17 0.42 -0.94
C 4.143 -1.377 0.384 0.13 -0.29 0.55
O 1.953 -1.715 -1.718 1.32 -0.39 -0.66
C 0.796 -0.974 -1.341 -0.24 0.14 0.17
H 6.350 -2.369 -2.495 -0.18 -0.02 0.01
H 5.688 -1.441 -3.860 0.00 0.07 0.09
H 5.910 -0.666 -2.268 -0.02 -0.02 -0.08
H 5.232 -1.411 0.438 -0.04 -0.05 -0.02
H 3.763 -2.370 0.135 0.00 0.08 -0.02
H 3.749 -1.085 1.359 0.00 0.04 -0.09
H 0.960 0.102 -1.405 0.07 -0.17 -0.04
H 0.533 -1.232 -0.316 0.17 -0.04 -0.15
H -0.031 -1.246 -1.999 0.12 0.00 0.02
C 1.650 5.585 -7.577 0.19 0.48 -0.11
O 1.110 4.362 -7.095 -0.20 -0.96 0.31
P 2.117 3.379 -6.335 0.21 -0.16 0.92
O 2.881 3.993 -5.230 -0.29 -0.48 -1.15
O 3.025 2.769 -7.511 0.14 0.42 0.64
C 2.397 2.356 -8.716 -0.14 -0.14 -0.39
O 1.175 2.159 -5.917 -0.29 1.35 -0.81
C 1.772 1.084 -5.192 0.28 -0.44 0.17
H 1.101 5.874 -8.475 -0.05 -0.13 0.10
H 1.534 6.360 -6.819 0.09 -0.06 -0.04
H 2.707 5.480 -7.835 -0.04 0.04 0.06
H 2.560 3.119 -9.480 -0.06 -0.04 0.00
H 1.324 2.198 -8.588 0.07 0.01 0.02
H 2.853 1.422 -9.046 0.04 0.07 0.10
H 2.811 1.291 -4.934 -0.22 0.06 0.03
H 1.731 0.181 -5.805 -0.03 0.07 -0.02
H 1.207 0.918 -4.277 0.10 0.15 -0.13
C 1.573 -4.233 3.987 0.36 -0.51 -0.07
O 0.808 -3.035 3.984 -0.47 1.11 0.15
P 1.535 -1.713 4.511 0.63 0.33 -0.36
O 2.834 -1.411 3.868 -1.00 -0.29 0.87
O 1.612 -1.922 6.100 0.55 0.20 -0.67
C 0.470 -2.428 6.780 -0.35 -0.18 0.30
O 0.415 -0.586 4.336 0.06 -1.31 -0.33
C 0.757 0.742 4.712 0.12 0.62 0.21
H 0.898 -5.074 4.149 -0.05 0.17 -0.03
H 2.070 -4.352 3.023 0.02 0.03 0.11
H 2.320 -4.228 4.786 -0.01 0.01 -0.08
H 0.629 -3.485 6.999 -0.06 0.03 -0.02
H -0.443 -2.314 6.192 0.07 0.01 0.02
H 0.354 -1.885 7.719 0.10 0.01 -0.09
H 1.809 0.831 4.995 -0.06 -0.04 -0.08
H 0.135 1.041 5.558 0.02 -0.06 -0.06
H 0.559 1.410 3.872 0.01 -0.13 0.03
C -2.959 -2.256 1.673 0.61 0.24 -0.23
O -4.262 -2.696 2.041 -1.20 -0.11 0.45
P -5.316 -1.565 2.440 0.00 0.45 -0.60
O -5.478 -0.479 1.450 0.15 -0.59 1.09
O -4.831 -1.078 3.890 -0.23 0.37 -0.69
C -4.436 -2.055 4.844 0.15 -0.27 0.35
O -6.644 -2.401 2.753 1.10 -0.31 -0.40
C -7.802 -1.670 3.135 -0.48 0.29 0.20
H -2.242 -3.029 1.955 -0.18 -0.02 0.02
H -2.915 -2.103 0.594 -0.01 0.09 0.11
H -2.690 -1.329 2.185 -0.02 -0.01 -0.11
H -3.346 -2.084 4.889 -0.03 -0.05 -0.01
H -4.814 -3.049 4.595 0.01 0.07 0.00
H -4.823 -1.765 5.821 -0.01 0.07 -0.11
H -7.646 -0.591 3.072 0.01 -0.09 -0.06
H -8.061 -1.932 4.163 0.05 -0.01 -0.06
H -8.627 -1.947 2.478 0.13 0.00 0.01
```
Forces are in eV/Å.

Löwdin atomic charge list, values in e, 2 entries: atom 1 (O): 0.082, atom 2 (C): -0.334



(2)
ORCA calculation (ωB97M-V/def2-TZVPD) on C16H41MnO18S5 as an isolated structure at a distorted geometry.

As for the expectation value of S²: 8.75. Its gap between HOMO and LUMO (alpha / beta) is 9.2 / 9.6 eV. The energy above the lowest of the compared OMol25 structures with the same formula, charge and spin comes out at 77.8 kcal per mole. For the LUMO energy (alpha / beta), the calculation gives -1.805 / -1.802 eV. The calculation puts the highest occupied orbital energy (alpha / beta) at -11.004 / -11.407 eV. The multiplicity is 6. The total charge is +1.

Structure (XYZ):
```
81
Properties=species:S:1:pos:R:3:forces:R:3
Mn -0.867 -0.070 0.447 -1.14 1.05 0.28
O -4.167 1.708 1.767 -0.73 0.52 0.02
C -3.025 1.198 1.361 1.77 0.91 0.12
O -2.846 -0.013 1.285 -1.28 -4.52 -0.13
O -2.041 1.891 1.107 1.06 2.73 -0.67
H -4.752 0.955 1.883 -0.34 -0.15 0.16
O -0.101 1.211 4.163 0.02 -0.84 -0.42
S 0.531 0.045 3.614 0.37 0.17 0.04
O 0.169 -0.400 2.251 1.50 0.46 2.61
O 2.137 0.331 3.664 -1.44 -1.31 -1.76
C 2.593 1.165 4.702 1.24 0.49 1.60
C 4.098 0.953 4.849 1.04 0.35 -0.65
C 0.458 -1.354 4.773 0.26 0.34 -0.15
H 2.184 0.872 5.669 -0.58 0.09 -0.07
H 2.309 2.191 4.468 0.15 0.00 0.20
H 4.622 1.195 3.924 -0.10 -0.28 -0.29
H 4.434 -0.037 5.157 -0.61 -0.29 -0.23
H 4.644 1.588 5.547 -0.82 0.45 0.37
H 0.243 -2.280 4.239 -0.41 0.27 0.10
H -0.231 -1.077 5.571 -0.38 -0.23 -0.41
H 1.429 -1.468 5.256 0.14 0.25 -0.28
O -1.729 -3.106 3.110 1.09 0.20 -1.99
S -1.489 -3.317 1.691 -0.42 -2.41 0.77
O -1.124 -2.263 0.761 0.44 -0.95 0.70
O -0.459 -4.633 1.587 -0.35 2.03 0.30
C 0.141 -4.934 0.298 0.43 -0.13 -0.94
C 1.052 -6.154 0.489 -0.07 0.43 1.07
C -2.921 -4.090 1.013 -0.03 0.55 -0.13
H 0.656 -4.062 -0.105 0.12 0.07 0.26
H -0.651 -5.160 -0.415 -0.13 -0.11 -0.01
H 0.401 -6.933 0.885 0.38 -0.28 -0.01
H 1.822 -5.910 1.221 -0.28 0.04 0.49
H 1.689 -6.540 -0.307 -0.81 0.35 -0.72
H -2.624 -4.741 0.191 -0.08 0.13 0.07
H -3.465 -3.224 0.636 -0.48 -0.29 0.00
H -3.441 -4.637 1.799 0.08 0.15 -0.13
O 0.630 -0.825 -0.893 1.56 -1.26 -3.19
S 1.216 -1.191 -2.212 0.14 0.46 -1.12
O 1.225 -2.588 -2.700 -0.28 2.98 1.46
O 0.521 -0.190 -3.402 0.27 -1.25 2.60
C 0.920 -0.440 -4.766 -0.15 0.01 -0.42
C -0.184 0.083 -5.744 -0.16 -1.11 0.66
C 2.934 -0.520 -2.362 -0.39 -0.94 -0.25
H 1.122 -1.508 -4.851 -0.69 -0.18 -0.40
H 1.923 -0.029 -4.877 -0.21 0.73 -0.42
H -1.169 -0.306 -5.487 0.21 -0.61 0.45
H -0.005 -0.356 -6.726 0.31 0.49 -0.13
H -0.452 1.139 -5.776 1.11 0.24 -0.06
H 3.241 -0.923 -3.327 -0.04 0.07 -0.07
H 3.621 -0.966 -1.644 -0.42 -0.01 0.30
H 3.009 0.567 -2.387 -0.58 -0.09 0.26
O 1.945 2.726 -1.639 -0.63 -0.04 0.21
S 1.415 2.790 -0.304 0.50 -0.95 1.70
O 0.620 1.625 0.176 1.87 2.68 -0.73
O 2.698 3.074 0.689 -0.90 -1.19 -0.01
C 3.469 1.919 1.209 0.20 -0.16 -0.08
C 4.722 1.628 0.437 0.50 -0.32 -0.98
C 0.558 4.348 0.017 -0.18 -0.70 -0.14
H 2.863 1.013 1.206 -0.36 0.24 -0.04
H 3.780 2.054 2.245 -0.72 0.90 -0.03
H 4.455 1.120 -0.490 0.22 0.02 -0.12
H 5.362 0.957 1.010 -0.24 -0.27 0.15
H 5.401 2.440 0.177 -0.50 0.46 0.16
H 1.057 5.171 -0.493 0.16 -0.28 0.04
H 0.489 4.510 1.093 0.14 -0.19 -0.11
H -0.451 4.206 -0.370 0.02 -0.02 -0.02
O -1.658 0.246 -1.622 -0.49 0.18 -0.06
S -2.442 0.925 -2.611 -1.98 2.14 -1.30
O -2.853 0.267 -3.828 0.18 0.02 1.32
O -3.764 1.548 -1.803 3.40 -1.96 0.21
C -4.880 1.966 -2.503 -2.21 -0.12 -0.65
C -5.900 2.367 -1.466 -0.47 1.21 0.29
C -1.717 2.527 -3.112 0.10 -1.34 0.86
H -5.399 1.161 -3.024 0.63 -0.39 -0.39
H -4.643 2.729 -3.245 0.00 0.30 0.17
H -5.577 3.185 -0.822 0.31 -0.10 0.07
H -6.220 1.544 -0.827 0.25 -0.13 -0.17
H -6.790 2.761 -1.958 -0.08 -0.17 -0.20
H -1.759 3.092 -2.180 0.02 0.35 -0.32
H -2.323 2.905 -3.935 0.00 0.06 0.29
H -0.688 2.350 -3.424 -0.05 -0.03 0.02
```
Forces are in eV/Å.

Löwdin atomic charge list, values in e, 2 entries: atom 1 (Mn): 0.883, atom 2 (O): 0.162



(3)
ORCA calculation (ωB97M-V/def2-TZVPD) on a 5-piece molecular cluster, C16H41NO7P overall at a distorted geometry.

Its gap between HOMO and LUMO is 6.1 eV. For the LUMO energy, the calculation gives -5.421 eV. The calculation puts the highest occupied orbital energy at -11.529 eV. The total charge is +1.

Structure (XYZ):
```
66
Properties=species:S:1:pos:R:3:forces:R:3
O 1.729 -2.999 0.315 -2.45 -0.74 -5.21
P 1.255 -3.254 -1.172 4.44 0.18 3.72
O 2.466 -2.461 -2.202 -4.51 -2.00 0.51
O 1.285 -4.969 -1.505 -1.31 2.82 0.51
C -0.429 -2.407 -1.476 -2.28 -1.14 -0.11
C -1.369 -2.868 -0.214 -2.02 1.91 1.40
C -2.636 -3.837 -0.703 3.07 1.63 -2.87
N -2.574 -3.801 -2.078 -0.70 0.28 3.80
C -1.426 -2.981 -2.669 3.15 -1.63 -1.70
H 1.941 -2.230 -3.027 1.25 -0.21 0.95
H 0.733 -5.493 -0.849 1.04 1.11 -0.81
H -0.231 -1.249 -1.582 -0.59 -2.23 0.67
H -0.869 -3.114 0.827 -0.85 0.10 -2.40
H -1.962 -1.859 0.018 1.00 -1.96 -0.16
H -3.377 -4.402 0.026 1.44 1.16 -2.07
H -3.260 -4.297 -2.707 0.96 0.76 0.94
H -0.731 -3.832 -3.136 -1.74 1.69 0.45
H -1.674 -2.258 -3.568 -0.10 -1.40 2.30
C 1.868 2.248 0.075 0.09 0.11 -0.26
C 0.486 1.687 0.367 0.49 0.32 0.64
C 0.300 1.416 1.852 -0.19 -0.07 0.14
O 0.304 0.475 -0.360 -0.23 -0.82 -0.51
H 2.649 1.538 0.368 -0.10 0.06 0.12
H 1.992 2.426 -0.999 -0.04 0.02 0.15
H 2.033 3.189 0.608 0.00 -0.13 -0.06
H -0.278 2.393 0.024 -0.01 -0.29 -0.13
H 1.026 0.677 2.209 0.10 0.12 -0.08
H -0.695 1.001 2.046 0.18 0.20 0.04
H 0.419 2.333 2.438 -0.08 -0.17 -0.05
H 0.978 -0.158 -0.062 -0.05 0.32 0.12
C -3.337 1.822 0.967 0.12 -0.22 -0.14
C -3.671 2.402 2.332 -0.14 0.41 -0.49
C -4.974 3.186 2.297 -0.24 0.01 0.27
O -2.615 3.261 2.752 0.24 0.05 0.06
H -3.210 2.618 0.224 -0.10 -0.08 0.09
H -2.391 1.272 1.004 -0.19 0.04 -0.01
H -4.123 1.144 0.622 0.00 0.05 0.00
H -3.748 1.593 3.066 0.18 0.22 0.06
H -4.905 4.029 1.601 0.04 -0.16 -0.06
H -5.196 3.607 3.283 0.03 -0.15 -0.13
H -5.810 2.549 1.992 0.05 0.11 0.01
H -2.539 3.982 2.106 -0.10 -0.31 0.26
C -2.149 6.009 -2.282 -0.24 0.23 0.18
C -1.306 4.985 -1.539 0.09 0.18 -0.76
C 0.064 4.826 -2.178 0.31 -0.06 0.20
O -1.977 3.728 -1.543 -0.15 -0.39 0.06
H -2.316 5.700 -3.320 0.17 0.01 0.05
H -3.137 6.104 -1.818 0.18 0.02 0.00
H -1.667 6.991 -2.283 -0.08 -0.11 -0.04
H -1.191 5.292 -0.494 -0.11 -0.22 -0.06
H -0.024 4.475 -3.213 -0.09 0.15 0.03
H 0.656 4.078 -1.640 -0.09 0.20 -0.03
H 0.613 5.773 -2.177 -0.04 -0.13 -0.04
H -2.084 3.448 -2.467 0.06 0.20 0.38
C 4.216 -3.711 2.252 -0.11 0.09 0.19
C 5.233 -4.827 2.078 -0.24 0.35 -0.48
C 6.170 -4.547 0.914 0.37 -0.09 0.00
O 4.551 -6.057 1.849 -0.18 -0.32 -0.01
H 3.591 -3.608 1.358 0.25 0.01 0.11
H 3.541 -3.932 3.085 0.16 0.03 -0.04
H 4.709 -2.753 2.445 -0.07 -0.06 -0.02
H 5.815 -4.941 2.999 -0.15 -0.23 -0.13
H 5.614 -4.473 -0.028 -0.07 0.11 0.11
H 6.889 -5.364 0.793 -0.07 0.14 0.09
H 6.722 -3.614 1.067 -0.05 -0.09 -0.07
H 4.031 -5.964 1.033 0.29 0.05 0.36
```
Forces are in eV/Å.

natural (NBO) atomic charge list, values in e, 2 entries: atom 1 (O): -1.039, atom 2 (P): 2.166